87
Properties=species:S:1:pos:R:3:mulliken_charge:R:1 method="wB97M-V/def2-TZVPD" smiles="CCCCCc1cc2c(c([C@@H](C)F)c1CCCCNC(C)=O)C(=O)N(COC(F)(F)F)C2=O.CO.CO.CO.CO" lumo_ev=-1.685 orbital_gap_ev=7.41 total_charge=0
C 4.48 -1.13 -2.86 -0.774
C 3.67 -2.49 -2.32 -0.439
C 3.10 -2.12 -0.83 0.194
C 1.88 -3.13 -0.31 -0.711
C 1.02 -2.27 0.79 0.051
C -0.26 -1.43 0.12 0.975
C -0.24 -1.19 -1.53 -0.530
C -1.53 -0.41 -2.16 0.031
C -2.76 0.16 -1.23 -0.310
C -2.78 -0.06 0.42 0.466
C -4.10 0.52 1.21 0.439
C -5.40 -0.50 1.01 -0.949
F -3.86 0.90 2.62 -0.327
C -1.51 -0.86 1.07 -0.213
C -1.45 -1.16 2.68 -0.824
C -0.31 -0.17 3.32 0.056
C -0.80 1.38 3.58 -0.012
C 0.50 2.43 3.70 -0.608
N 0.92 2.73 2.26 0.039
C 2.37 2.37 2.01 0.262
C 2.77 1.66 0.56 -0.154
O 3.40 2.61 2.84 -0.604
C -3.86 0.87 -2.22 0.023
O -5.16 1.11 -2.04 -0.586
N -2.97 1.13 -3.46 0.187
C -2.39 2.53 -3.57 -0.341
O -1.47 2.52 -4.73 -0.293
C -0.08 2.82 -4.33 0.730
F 0.17 4.30 -4.18 -0.246
F 0.78 2.39 -5.49 -0.257
F 0.40 2.06 -3.16 -0.155
C -1.95 0.00 -3.69 0.076
O -1.54 -0.53 -4.85 -0.550
H 5.20 -0.78 -1.98 0.214
H 5.06 -1.36 -3.85 0.331
H 3.68 -0.28 -3.03 0.124
H 4.45 -3.38 -2.23 0.296
H 2.78 -2.78 -3.03 0.250
H 3.96 -2.14 -0.04 0.057
H 2.66 -1.01 -0.91 -0.223
H 2.37 -4.07 0.23 0.270
H 1.25 -3.56 -1.20 0.341
H 1.76 -1.49 1.28 0.009
H 0.64 -3.05 1.60 0.213
H 0.61 -1.56 -2.24 0.158
H -4.41 1.52 0.65 0.203
H -5.06 -1.55 0.59 0.263
H -6.10 -0.02 0.16 0.223
H -6.08 -0.58 1.96 0.350
H -1.02 -2.27 2.79 0.361
H -2.48 -1.16 3.23 0.351
H 0.57 -0.11 2.51 -0.410
H 0.22 -0.61 4.29 0.336
H -1.33 1.39 4.65 0.313
H -1.47 1.82 2.72 -0.164
H 0.04 3.45 4.11 0.283
H 1.36 2.01 4.37 0.294
H 0.86 3.76 2.06 0.188
H 3.90 1.80 0.29 0.318
H 2.48 0.53 0.63 -0.243
H 2.15 2.21 -0.30 0.130
H -3.29 3.25 -3.87 0.308
H -1.93 2.96 -2.58 0.211
C -6.64 2.67 -5.35 -0.496
O -6.95 1.53 -4.58 -0.522
H -7.43 2.84 -6.08 0.249
H -6.56 3.54 -4.69 0.223
H -5.69 2.51 -5.87 0.208
H -6.23 1.40 -3.94 0.330
C -1.66 5.31 1.61 -0.699
O -1.31 3.97 1.34 -0.334
H -0.91 5.75 2.28 0.248
H -1.69 5.88 0.68 0.299
H -2.64 5.34 2.10 0.289
H -2.00 3.61 0.75 0.182
C 2.81 -4.76 3.46 -0.410
O 2.12 -5.43 2.42 -0.486
H 2.84 -3.69 3.23 0.185
H 2.28 -4.91 4.40 0.318
H 3.83 -5.14 3.53 0.132
H 2.11 -6.38 2.65 0.278
C 6.83 -4.27 2.51 -0.659
O 5.70 -3.66 1.89 -0.381
H 6.54 -5.25 2.89 0.189
H 7.63 -4.38 1.78 0.276
H 7.17 -3.64 3.34 0.311
H 5.99 -2.80 1.56 0.269